1.
{
  "formula": "C16H20N4O3",
  "method": "wB97M-V/def2-TZVPD",
  "lumo_energy_ev": -1.2,
  "total_charge": 0,
  "smiles": "N#Cc1ccc(/C=C/[N+](=O)[O-])cc1.CN(C)C(=O)[C@@H]1CCCN1",
  "multiplicity": 1,
  "e_homo_ev": -8.77,
  "relative_energy_kj_mol": 505.8,
  "elements": ["N", "C", "C", "C", "C", "C", "C", "C", "N", "O", "O", "C", "C", "H", "H", "H", "H", "H", "H", "C", "N", "C", "C", "C", "C", "C", "C", "N", "O", "H", "H", "H", "H", "H", "H", "H", "H", "H", "H", "H", "H", "H", "H"],
  "coordinates": [[-5.4985, -0.5667, 2.8485], [-4.3462, -0.7077, 2.8462], [-2.9554, -0.8749, 2.8448], [-2.3945, -2.1460, 2.8522], [-1.0305, -2.3085, 2.8566], [-0.1816, -1.2034, 2.8503], [1.2572, -1.4034, 2.8709], [2.1715, -0.4482, 2.7327], [3.5774, -0.7615, 2.8358], [3.9150, -1.7454, 3.5042], [4.3904, -0.0272, 2.2605], [-0.7488, 0.0698, 2.8449], [-2.1121, 0.2293, 2.8423], [-3.0426, -3.0062, 2.8553], [-0.6047, -3.2980, 2.8612], [1.6158, -2.4070, 3.0285], [1.9135, 0.5752, 2.5476], [-0.1122, 0.9365, 2.8526], [-2.5399, 1.2170, 2.8414], [3.2775, -2.1781, -3.1019], [2.8125, -0.8209, -3.3032], [2.5973, -0.3391, -4.6673], [2.5453, -0.0569, -2.1739], [2.2199, 1.4153, -2.2848], [3.3662, 2.2151, -2.9510], [4.1022, 2.9271, -1.7996], [3.3804, 2.4927, -0.5153], [2.0659, 1.9625, -0.9163], [2.5964, -0.5474, -1.0635], [3.3790, -2.3680, -2.0329], [2.5650, -2.8885, -3.5147], [4.2500, -2.3182, -3.5694], [2.1644, 0.6566, -4.6776], [3.5417, -0.3134, -5.2037], [1.9179, -1.0080, -5.1879], [1.2680, 1.5449, -2.8183], [4.0369, 1.5385, -3.4895], [2.9810, 2.9333, -3.6833], [5.1648, 2.6568, -1.7791], [4.0537, 4.0161, -1.9172], [3.9495, 1.7054, -0.0052], [3.2547, 3.3216, 0.1898], [1.7993, 1.1805, -0.3043]]
}

***

2.
{
  "formula": "C28H37N5O6",
  "method": "wB97M-V/def2-TZVPD",
  "lumo_energy_ev": 0.3,
  "total_charge": 0,
  "smiles": "C[C@H]1COC(=O)O1.C[C@H]1COC(=O)O1.c1cc[nH]c1.c1cc[nH]c1.c1cc[nH]c1.c1cc[nH]c1.c1cc[nH]c1",
  "multiplicity": 1,
  "e_homo_ev": -7.93,
  "relative_energy_kj_mol": 66.0,
  "elements": ["C", "C", "C", "O", "C", "O", "O", "H", "H", "H", "H", "H", "H", "C", "C", "C", "O", "C", "O", "O", "H", "H", "H", "H", "H", "H", "N", "C", "C", "C", "C", "H", "H", "H", "H", "H", "N", "C", "C", "C", "C", "H", "H", "H", "H", "H", "N", "C", "C", "C", "C", "H", "H", "H", "H", "H", "N", "C", "C", "C", "C", "H", "H", "H", "H", "H", "N", "C", "C", "C", "C", "H", "H", "H", "H", "H"],
  "coordinates": [[-2.6659, 6.3875, 1.0975], [-2.7570, 5.2450, 0.1254], [-3.0550, 3.9571, 0.7958], [-4.0977, 3.3613, 0.0429], [-4.6671, 4.2717, -0.7619], [-5.6705, 4.1182, -1.4561], [-3.8923, 5.4029, -0.6840], [-2.2855, 7.2283, 0.5175], [-1.8762, 6.2940, 1.8429], [-3.6173, 6.7854, 1.4506], [-1.9182, 5.0940, -0.5542], [-3.2725, 4.1622, 1.8440], [-2.1356, 3.3718, 0.7823], [7.0540, -1.7358, 4.3695], [5.7182, -1.5229, 3.5107], [4.8857, -2.7518, 3.5560], [3.5980, -2.2491, 3.8019], [3.7325, -0.9261, 3.9854], [2.8740, -0.0939, 4.0359], [4.9115, -0.6384, 4.2517], [7.7067, -0.8716, 4.2456], [7.7403, -2.5213, 4.0531], [6.7652, -1.7297, 5.4205], [5.8997, -1.0540, 2.5436], [5.3026, -3.4341, 4.2968], [4.7268, -3.4720, 2.7534], [5.1231, 5.0288, 6.2445], [5.3824, 5.9599, 7.1445], [4.8726, 7.2000, 6.6562], [4.1057, 6.8467, 5.5146], [4.4096, 5.5441, 5.2385], [5.5185, 4.0995, 6.2319], [6.0482, 5.6942, 7.9523], [4.7792, 8.1542, 7.1534], [3.5406, 7.5572, 4.9296], [4.0469, 4.8736, 4.4735], [-3.7223, -4.4704, 1.9683], [-4.9831, -3.8435, 1.8448], [-4.9103, -2.6282, 2.4336], [-3.5900, -2.4936, 2.9416], [-2.8803, -3.6748, 2.6682], [-3.4629, -5.4031, 1.6802], [-5.6844, -4.4157, 1.2556], [-5.6901, -1.8946, 2.2920], [-3.1578, -1.6579, 3.4718], [-1.8843, -4.0829, 2.7570], [-0.5362, -0.1487, -3.6655], [0.0873, -0.1543, -2.4079], [0.8787, 0.9174, -2.3053], [0.8363, 1.5332, -3.5957], [0.0434, 0.8383, -4.4350], [-1.1112, -0.8719, -4.0736], [-0.2509, -0.9400, -1.7487], [1.3698, 1.1545, -1.3730], [1.4344, 2.3801, -3.8983], [-0.2985, 0.8749, -5.4587], [4.2115, -7.7228, -2.1069], [3.0189, -7.0731, -2.1027], [2.1169, -7.9520, -1.4694], [2.6772, -9.2520, -1.4709], [4.0651, -9.0834, -1.7405], [5.1475, -7.3739, -2.2563], [2.8940, -6.0193, -2.3036], [1.1185, -7.7553, -1.1078], [2.2965, -10.1300, -0.9704], [4.8975, -9.7447, -1.9308], [-7.5354, 0.4766, -10.1024], [-8.1414, 1.3118, -9.2323], [-7.4251, 1.3242, -8.0073], [-6.3221, 0.5064, -8.1890], [-6.4028, 0.0478, -9.4887], [-7.8190, 0.3448, -11.0627], [-8.9480, 1.8848, -9.6651], [-7.6593, 1.9148, -7.1340], [-5.6158, 0.3730, -7.3830], [-5.8934, -0.7333, -10.0333]]
}

***

3.
{
  "formula": "C2H3FS",
  "method": "wB97M-V/def2-TZVPD",
  "lumo_energy_ev": [1.0, -2.9],
  "s_squared": 2.0037,
  "total_charge": 0,
  "multiplicity": 3,
  "e_homo_ev": [-4.58, -11.02],
  "relative_energy_kj_mol": 98.8,
  "elements": ["C", "C", "F", "S", "H", "H", "H"],
  "coordinates": [[0.4932, 0.4278, 0.3841], [-0.3322, -0.4118, -0.4390], [-0.9700, -1.4654, 0.1028], [-1.0652, 1.1785, -0.0265], [0.5481, 0.0945, 1.3531], [1.4270, 0.7899, 0.1797], [-0.1009, -0.6134, -1.5542]]
}

***

4.
{
  "formula": "C24H45NO12",
  "method": "wB97M-V/def2-TZVPD",
  "lumo_energy_ev": -0.1,
  "total_charge": 0,
  "smiles": "c1cc[nH]c1.O=C1CCCO1.O=C1CCCO1.O=C1CCCO1.O=C1CCCO1.CO.CO.CO.CO",
  "multiplicity": 1,
  "e_homo_ev": -8.21,
  "elements": ["O", "C", "O", "C", "C", "C", "H", "H", "H", "H", "H", "H", "O", "C", "O", "C", "C", "C", "H", "H", "H", "H", "H", "H", "O", "C", "O", "C", "C", "C", "H", "H", "H", "H", "H", "H", "O", "C", "O", "C", "C", "C", "H", "H", "H", "H", "H", "H", "C", "O", "H", "H", "H", "H", "C", "O", "H", "H", "H", "H", "C", "O", "H", "H", "H", "H", "C", "O", "H", "H", "H", "H", "N", "C", "C", "C", "C", "H", "H", "H", "H", "H"],
  "coordinates": [[-8.6678, 1.3925, 7.9111], [-7.6735, 1.2549, 7.2360], [-7.4012, 2.0707, 6.2303], [-6.1879, 1.7525, 5.5360], [-5.4682, 0.8082, 6.4410], [-6.5342, 0.1928, 7.4027], [-5.5825, 2.5603, 5.1250], [-6.6386, 1.1429, 4.7528], [-4.6921, 1.3298, 7.0011], [-4.9399, -0.0088, 5.9496], [-6.0764, 0.1028, 8.3879], [-6.8211, -0.7418, 6.9207], [5.5599, 1.7492, 8.2809], [5.3366, 2.6304, 7.4733], [6.2482, 3.1902, 6.7053], [5.7223, 4.2448, 5.8521], [4.2718, 4.0355, 5.9366], [3.9404, 3.2217, 7.1841], [6.0529, 4.0810, 4.8265], [5.9530, 5.2679, 6.1491], [3.7858, 3.6180, 5.0548], [3.8367, 5.0311, 6.0247], [3.1583, 2.4627, 7.1649], [3.6298, 3.9237, 7.9580], [-5.0666, 0.6673, -9.1952], [-5.3263, 0.2782, -8.0293], [-4.4627, -0.5027, -7.3564], [-4.8471, -0.6782, -5.9939], [-6.3576, -0.3614, -5.9477], [-6.5615, 0.5560, -7.1706], [-4.2259, 0.0400, -5.4587], [-4.7301, -1.6913, -5.6092], [-6.6088, 0.0134, -4.9555], [-6.8966, -1.3078, -5.9905], [-6.4947, 1.6238, -6.9619], [-7.4042, 0.2885, -7.8081], [8.3731, 0.8918, -0.1624], [7.6326, 0.3052, -0.9679], [6.3747, 0.2897, -0.8081], [5.6343, -0.3232, -1.8963], [6.7787, -1.1069, -2.6495], [8.0527, -0.4359, -2.2138], [5.2028, 0.4457, -2.5372], [4.8224, -0.9833, -1.5911], [6.7863, -1.0083, -3.7350], [6.7238, -2.1340, -2.2888], [8.3759, 0.3262, -2.9230], [8.8288, -1.1648, -1.9803], [0.6272, 7.0457, -1.3757], [1.6255, 6.8472, -0.3535], [-0.2663, 7.4869, -0.9339], [0.9946, 7.7817, -2.0908], [0.3116, 6.1235, -1.8638], [1.8693, 7.6561, 0.1026], [2.1601, -5.0987, 2.3154], [0.8784, -4.4636, 2.4365], [3.0580, -4.4814, 2.3449], [2.1252, -5.9371, 3.0111], [2.2737, -5.6053, 1.3571], [0.7595, -4.3508, 3.3824], [-6.2719, -2.9143, 0.6533], [-5.4671, -4.0458, 0.6000], [-6.3922, -2.5723, 1.6812], [-5.7877, -2.1140, 0.0935], [-7.2614, -3.2049, 0.3005], [-4.6056, -3.7201, 0.8705], [-0.6795, 0.9086, -0.0445], [-1.2549, 0.1375, 0.9250], [-0.5109, 0.2296, -0.8803], [-1.3563, 1.6985, -0.3701], [0.2939, 1.2948, 0.2579], [-0.5956, -0.5269, 1.1381], [2.1765, -4.1236, -7.4015], [1.8954, -4.3183, -6.0974], [2.9723, -5.0238, -5.5698], [3.8312, -5.3456, -6.5469], [3.3121, -4.7600, -7.7156], [1.4748, -3.7787, -8.0409], [0.9460, -4.0106, -5.6846], [3.1294, -5.2635, -4.5285], [4.6757, -6.0177, -6.5085], [3.6423, -4.8736, -8.7375]]
}

***

5.
{
  "formula": "C41H46P2Pt",
  "method": "wB97M-V/def2-TZVPD",
  "lumo_energy_ev": [-4.3, -8.3],
  "s_squared": 6.0270,
  "total_charge": 2,
  "multiplicity": 5,
  "e_homo_ev": [-11.78, -13.11],
  "relative_energy_kj_mol": 27.9,
  "elements": ["Pt", "C", "C", "C", "C", "C", "C", "C", "C", "C", "H", "H", "H", "H", "H", "H", "H", "H", "H", "H", "H", "H", "H", "H", "H", "P", "P", "C", "C", "C", "C", "C", "C", "C", "C", "C", "C", "C", "C", "C", "C", "C", "C", "C", "C", "C", "C", "C", "C", "C", "C", "C", "C", "H", "H", "H", "H", "H", "H", "H", "H", "H", "H", "H", "H", "H", "H", "H", "H", "H", "H", "H", "H", "H", "H", "C", "C", "C", "C", "C", "C", "H", "H", "H", "H", "H", "H", "H", "H", "H"],
  "coordinates": [[0.3027, 0.5858, -0.2657], [1.8509, -1.0531, 0.2864], [2.4048, 0.2315, 0.3604], [3.4328, 0.7125, -0.6354], [2.8527, 1.6045, -1.7665], [1.4067, 1.3118, -2.0623], [0.9637, -0.0136, -2.3838], [1.8165, -1.2547, -2.2864], [1.8530, -1.9798, -0.9057], [-1.2842, 1.7896, -0.3574], [1.5250, -1.4891, 1.2312], [2.4010, 0.7391, 1.3345], [3.8933, -0.1843, -1.0832], [4.2141, 1.2705, -0.0867], [2.9259, 2.6556, -1.4820], [3.4598, 1.5024, -2.6806], [0.7921, 2.1446, -2.4465], [0.0984, -0.0755, -3.0641], [2.8396, -1.0087, -2.5847], [1.4557, -1.9855, -3.0271], [0.9531, -2.6078, -0.8013], [2.7089, -2.6865, -0.8403], [-2.0016, 1.5430, 0.4361], [-1.7529, 1.7026, -1.3481], [-0.8353, 2.7771, -0.1936], [4.5212, 7.5250, 0.6131], [3.1712, 8.4471, -2.0607], [5.4410, 7.4131, -0.9084], [4.8934, 7.9265, -2.0519], [5.6591, 8.5368, 1.6573], [7.0229, 8.6743, 1.3627], [7.8452, 9.4306, 2.2068], [7.2875, 10.1352, 3.2789], [5.8983, 10.1166, 3.4846], [5.0823, 9.3106, 2.6839], [4.6552, 5.7666, 1.1618], [3.8326, 4.8728, 0.4445], [3.6754, 3.5632, 0.8948], [4.4220, 3.0812, 1.9733], [5.3335, 3.9356, 2.6038], [5.4389, 5.2803, 2.2181], [3.3410, 10.0293, -3.0152], [4.0207, 11.0712, -2.3507], [4.1499, 12.3226, -2.9608], [3.5819, 12.5557, -4.2244], [2.9405, 11.5158, -4.9005], [2.8076, 10.2583, -4.2939], [2.4213, 7.3332, -3.3201], [1.0161, 7.3200, -3.4097], [0.3773, 6.5714, -4.4012], [1.1357, 5.7847, -5.2742], [2.5307, 5.7657, -5.1677], [3.1739, 6.5211, -4.1820], [6.4069, 6.8847, -0.8896], [5.4399, 8.0557, -2.9943], [7.4341, 8.1952, 0.4719], [8.9171, 9.4701, 2.0231], [7.9334, 10.7096, 3.9450], [5.4632, 10.7268, 4.2827], [4.0017, 9.2808, 2.8444], [3.2971, 5.2095, -0.4530], [2.9348, 2.9121, 0.4262], [4.2928, 2.0519, 2.3144], [5.9541, 3.5577, 3.4163], [6.1372, 5.9582, 2.7249], [4.4430, 10.8846, -1.3595], [4.6708, 13.1233, -2.4349], [3.6510, 13.5472, -4.6806], [2.5172, 11.6947, -5.8948], [2.2837, 9.4594, -4.8254], [0.4267, 7.9081, -2.7072], [-0.7133, 6.6028, -4.4926], [0.6407, 5.1892, -6.0390], [3.1244, 5.1603, -5.8539], [4.2613, 6.4991, -4.0778], [-2.8773, -3.5507, -0.4949], [-2.1966, -3.1687, 0.8243], [-3.1998, -2.7086, 1.9086], [-1.4170, -4.4096, 1.3010], [-1.2997, -2.0392, 0.5495], [-0.7715, -0.9790, 0.2387], [-3.3582, -4.5244, -0.4163], [-2.1140, -3.5992, -1.2809], [-3.6415, -2.8211, -0.7924], [-3.8969, -3.4942, 2.2390], [-2.6171, -2.3734, 2.7845], [-3.7994, -1.8645, 1.5228], [-0.5957, -4.6365, 0.6107], [-1.0032, -4.2806, 2.3101], [-2.0931, -5.2795, 1.3277]]
}

***

6.
{
  "formula": "C4H8OS",
  "method": "wB97M-V/def2-TZVPD",
  "lumo_energy_ev": 0.4,
  "total_charge": 0,
  "multiplicity": 1,
  "e_homo_ev": -8.85,
  "relative_energy_kj_mol": 404.0,
  "elements": ["C", "C", "C", "C", "O", "S", "H", "H", "H", "H", "H", "H", "H", "H"],
  "coordinates": [[-1.3000, 0.2500, 0.0457], [-0.5176, 0.2366, 1.1170], [-1.7609, -0.8974, -0.7634], [2.5319, 0.1366, -0.8339], [2.4303, -1.0280, -0.3835], [3.8411, 0.9904, -0.2870], [-1.6651, 1.1819, -0.2249], [-0.2243, -0.7901, 1.4008], [-2.5117, -1.4381, -0.3626], [-2.0347, -0.5932, -1.7110], [-0.7581, -1.4104, -0.6994], [-0.2756, 1.0400, 1.8063], [3.0735, -1.5153, 0.1800], [4.5504, 0.0937, 0.4519]]
}

***

no.,F_max (eV Å⁻¹)
1,2.8
2,5.8
3,4.7
4,5.5
5,2.5
6,5.1